1.
{"formula": "C2H12N4", "method": "ωB97M-V/def2-TZVPD", "symbols": ["H", "H", "H", "C", "H", "N", "H", "H", "N", "H", "N", "C", "H", "N", "H", "H", "H", "H"], "coordinates": [[-1.90, -0.05, 2.28], [1.20, 1.57, -0.92], [1.87, -1.32, -0.85], [1.52, -0.45, -0.35], [3.06, -0.94, 0.89], [-1.93, 0.48, 1.40], [-3.17, -0.64, 0.22], [0.62, -0.58, 0.31], [1.27, 0.60, -1.33], [-1.66, -1.46, 0.56], [2.64, -0.12, 0.54], [-2.12, -0.48, 0.29], [2.40, 0.52, 1.31], [-1.73, -0.03, -0.99], [-0.72, 0.13, -1.32], [-1.28, 1.21, 1.13], [2.22, 0.72, -1.79], [-2.27, 0.82, -1.36]], "mulliken_charge": [0.211, 0.171, 0.350, -0.263, 0.213, -0.522, 0.346, 0.212, -0.735, 0.310, -0.595, -0.513, 0.202, -0.523, 0.351, 0.221, 0.327, 0.237], "orbital_gap_ev": 9.67, "smiles": "NCN.NCN", "lumo_energy_ev": 0.95, "e_homo_ev": -8.7, "total_charge": 0, "energy_ha": -302.37265}

2.
{"formula": "H16O28Pb2S5Zn2", "method": "ωB97M-V/def2-TZVPD", "symbols": ["O", "H", "Pb", "O", "O", "S", "O", "O", "O", "H", "H", "O", "H", "H", "O", "H", "O", "O", "O", "H", "O", "S", "O", "H", "O", "O", "Pb", "H", "Zn", "H", "O", "O", "O", "O", "Zn", "H", "O", "H", "S", "H", "O", "O", "O", "H", "O", "S", "S", "O", "O", "H", "H", "O", "O"], "coordinates": [[2.75, -0.78, 0.14], [2.06, -0.20, -0.17], [-3.97, 0.11, -2.21], [0.04, -2.16, -0.56], [-2.27, 4.12, -0.77], [-2.37, 2.89, -1.53], [0.26, 0.18, -0.79], [1.47, 1.51, -2.81], [-2.71, -3.33, -1.18], [-2.99, -3.50, -2.08], [-2.02, -2.82, 2.52], [-2.28, -0.22, 3.33], [1.42, 1.66, -3.75], [2.40, -1.18, 0.93], [1.87, -3.76, 0.84], [-1.34, 0.51, -4.15], [-0.89, 4.53, 1.76], [0.46, 0.19, 2.68], [-1.05, 2.52, -1.94], [-1.94, -1.91, 1.31], [2.52, -2.06, 2.44], [-0.68, -0.87, -0.49], [4.51, 1.39, 0.30], [-0.17, -0.16, 2.05], [-1.78, -0.98, -1.46], [3.23, 2.79, 1.89], [-3.12, 1.12, 1.44], [0.49, 1.13, 2.48], [0.99, -3.81, -0.86], [1.62, 0.57, -2.73], [-1.34, -0.52, 0.77], [1.93, -4.21, 3.17], [0.69, 3.11, 2.82], [-0.74, -0.13, -3.78], [0.54, 2.16, -0.94], [-2.03, -2.65, -1.26], [-1.63, 2.49, 2.77], [-2.53, 0.19, 4.16], [-0.55, 3.15, 2.05], [-2.08, -1.12, 3.56], [2.23, 1.87, -0.10], [-2.19, -2.79, 1.58], [-3.20, 2.97, -2.70], [-1.10, -0.32, -2.91], [-2.96, 1.89, -0.72], [3.46, 2.42, 0.49], [2.59, -3.49, 2.07], [1.96, -1.41, -3.54], [3.99, -3.84, 1.85], [1.92, -1.92, -2.73], [1.05, -1.31, -3.80], [3.90, 3.58, -0.25], [-0.39, 2.41, 0.78]], "mulliken_spin": [0.016, 0.012, 0.001, -0.162, 0.000, -0.001, -0.109, 0.000, -0.002, 0.001, 0.000, 0.000, 0.000, -0.002, -0.042, 0.000, 0.000, 0.002, 0.000, 0.009, 0.513, 0.187, -0.481, 0.001, 0.003, -0.293, 0.000, 0.000, 1.067, 0.002, -0.034, 0.305, -0.001, -0.001, -0.011, -0.008, 0.000, 0.000, -0.001, 0.000, 0.040, 0.005, 0.000, 0.004, 0.000, 0.096, -0.065, -0.008, 0.287, 0.016, -0.002, -0.338, -0.002], "multiplicity": 2, "orbital_gap_ev": [2.85, 2.86], "lumo_energy_ev": [-2.78, -2.78], "e_homo_ev": [-5.6, -5.6], "total_charge": -1, "energy_ha": -8051.59225}

Number 1: F_max 3.58 eV/Å. Number 2: F_max 10.23 eV/Å.